The following is a quantum chemistry calculation of 2 unconnected molecules or ions with the total composition C3H2NO3, from the Open Molecules 2025 dataset.

```
9
Properties=species:S:1:pos:R:3:forces:R:3:lowdin_charge:R:1
C -2.069 -1.111 -0.107 1.475 2.956 1.409 -0.0975
C 2.749 -0.199 -0.053 1.809 -1.287 0.364 -0.4130
C -0.850 1.030 0.051 0.031 1.077 0.292 0.1852
N -1.637 0.068 -0.208 -0.884 -2.529 -0.670 0.1619
O -2.465 -2.143 0.097 -0.572 -1.040 -0.581 0.3806
O 3.850 -0.468 0.059 1.567 0.293 -0.020 0.2801
O 1.617 -0.094 -0.122 -3.415 1.006 -0.360 0.1839
H -0.892 1.796 -0.781 0.736 -0.401 1.390 0.1556
H -0.303 1.120 1.063 -0.746 -0.076 -1.824 0.1634
```
Positions in Å, forces in eV/Å.

**Energy above the lowest of the compared OMol25 structures with the same formula, charge and spin**: 0.092 eV
**Total charge**: +1